{
  "formula": "C20H26CrN4O5S",
  "method": "ωB97M-V/def2-TZVPD",
  "species": ["Cr", "C", "C", "C", "C", "C", "C", "C", "S", "O", "O", "N", "C", "C", "O", "O", "H", "H", "H", "H", "H", "H", "H", "H", "H", "C", "C", "N", "C", "C", "N", "C", "C", "H", "H", "H", "H", "H", "H", "H", "H", "H", "H", "H", "H", "O", "N", "C", "C", "C", "C", "C", "H", "H", "H", "H", "H"],
  "coordinates": [[-0.08, -0.36, -0.62], [1.35, 6.79, 2.10], [0.75, 5.43, 1.82], [0.77, 4.79, 0.60], [0.16, 3.56, 0.42], [-0.47, 2.92, 1.47], [-0.49, 3.55, 2.71], [0.07, 4.80, 2.85], [-1.24, 1.35, 1.29], [-2.22, 1.31, 2.33], [-1.74, 1.23, -0.10], [-0.15, 0.28, 1.35], [1.00, 0.08, 2.21], [2.06, -0.64, 1.35], [3.26, -0.63, 1.67], [1.64, -1.18, 0.24], [1.60, 7.32, 1.19], [2.24, 6.77, 2.75], [0.59, 7.38, 2.63], [1.28, 5.23, -0.25], [0.19, 3.05, -0.53], [-1.07, 3.13, 3.54], [0.03, 5.30, 3.81], [0.81, -0.54, 3.09], [1.41, 1.01, 2.60], [-2.82, -2.34, -0.55], [-3.29, -3.82, -0.44], [-2.32, -4.60, 0.34], [-2.07, -3.89, 1.60], [-1.38, -2.52, 1.33], [-1.44, -2.23, -0.10], [-0.58, -3.22, -0.80], [-1.07, -4.63, -0.42], [-3.44, -1.69, 0.11], [-2.93, -1.99, -1.60], [-3.38, -4.26, -1.43], [-4.27, -3.84, 0.01], [-1.49, -4.52, 2.26], [-3.05, -3.75, 2.08], [-0.32, -2.56, 1.66], [-1.85, -1.74, 1.94], [0.44, -3.03, -0.43], [-0.63, -3.02, -1.85], [-0.28, -5.09, 0.19], [-1.25, -5.28, -1.29], [-0.31, -0.60, -2.55], [0.83, -0.38, -3.22], [1.61, 0.76, -2.95], [2.90, 0.81, -3.35], [3.50, -0.25, -4.08], [2.73, -1.39, -4.28], [1.42, -1.45, -3.88], [1.06, 1.58, -2.46], [3.49, 1.70, -3.16], [4.56, -0.18, -4.33], [3.14, -2.25, -4.79], [0.73, -2.25, -4.07]],
  "homo_energy_ha": [-0.0778, -0.1925],
  "gap_ev": [4.73, 7.84],
  "de_lowest_kj_mol": 0.0,
  "multiplicity": 6,
  "total_charge": -1,
  "energy_ha": -2815.60542,
  "lumo_energy_ev": [2.609, 2.606]
}

{
  "formula": "C20H26F15NiO11",
  "method": "ωB97M-V/def2-TZVPD",
  "species": ["Ni", "O", "H", "C", "C", "O", "C", "O", "C", "F", "F", "F", "H", "H", "H", "H", "H", "C", "C", "O", "C", "O", "C", "F", "F", "F", "H", "H", "H", "H", "H", "C", "C", "O", "C", "O", "C", "F", "F", "F", "H", "H", "H", "H", "H", "C", "C", "O", "C", "O", "C", "F", "F", "F", "H", "H", "H", "H", "H", "C", "C", "O", "C", "O", "C", "F", "F", "F", "H", "H", "H", "H", "H"],
  "coordinates": [[-5.40, -10.55, 4.17], [-3.93, -9.33, 4.13], [-3.07, -9.28, 4.54], [0.31, -9.77, 5.81], [1.36, -10.78, 5.38], [2.60, -10.39, 5.95], [3.68, -11.05, 5.58], [3.68, -11.92, 4.75], [5.02, -10.55, 6.14], [5.66, -11.57, 6.71], [5.76, -10.04, 5.16], [4.82, -9.66, 7.12], [-0.69, -9.92, 5.41], [0.60, -8.74, 5.64], [0.18, -9.82, 6.90], [1.50, -10.76, 4.30], [1.06, -11.79, 5.65], [-5.25, -6.99, 0.85], [-5.68, -7.78, 2.07], [-7.05, -7.50, 2.40], [-7.59, -8.03, 3.42], [-7.05, -8.79, 4.23], [-9.09, -7.68, 3.63], [-9.68, -8.65, 4.31], [-9.08, -6.58, 4.41], [-9.70, -7.46, 2.48], [-5.94, -7.00, 0.00], [-4.34, -7.40, 0.41], [-5.18, -5.93, 1.10], [-5.01, -7.59, 2.91], [-5.54, -8.84, 1.83], [-1.71, -10.62, 2.19], [-1.97, -12.11, 2.31], [-1.78, -12.57, 3.68], [-2.75, -12.65, 4.52], [-3.88, -12.24, 4.36], [-2.42, -13.41, 5.86], [-3.17, -14.49, 5.95], [-1.15, -13.77, 5.87], [-2.69, -12.56, 6.85], [-2.64, -10.07, 2.30], [-1.40, -10.47, 1.15], [-1.01, -10.22, 2.92], [-1.32, -12.75, 1.72], [-3.01, -12.22, 1.98], [-6.42, -12.81, 8.07], [-7.16, -11.49, 8.24], [-6.26, -10.38, 8.42], [-5.55, -9.95, 7.42], [-5.68, -10.26, 6.25], [-4.30, -9.19, 7.85], [-3.28, -10.07, 7.84], [-4.05, -8.21, 7.00], [-4.31, -8.71, 9.10], [-5.79, -12.95, 8.95], [-5.82, -12.78, 7.16], [-7.08, -13.67, 7.97], [-7.82, -11.48, 9.10], [-7.79, -11.38, 7.36], [-2.16, -6.70, 3.19], [-0.72, -6.58, 3.63], [0.06, -6.13, 2.51], [0.48, -6.93, 1.56], [0.39, -8.13, 1.59], [1.02, -6.16, 0.31], [0.71, -4.85, 0.43], [2.34, -6.25, 0.22], [0.46, -6.64, -0.81], [-2.50, -5.79, 2.68], [-2.82, -6.86, 4.05], [-2.48, -7.41, 2.42], [-0.32, -7.49, 4.07], [-0.76, -5.75, 4.33]],
  "homo_energy_ha": [-0.4746, -0.4746],
  "gap_ev": [8.48, 7.88],
  "de_lowest_kj_mol": 95.5,
  "multiplicity": 3,
  "total_charge": 1,
  "energy_ha": -4611.41186,
  "lumo_energy_ev": [-4.435, -5.030]
}

{
  "formula": "C20H26N2O5S",
  "method": "ωB97M-V/def2-TZVPD",
  "species": ["C", "O", "C", "O", "C", "C", "C", "C", "N", "C", "C", "C", "C", "C", "C", "H", "H", "H", "H", "H", "H", "H", "H", "H", "H", "H", "H", "H", "H", "H", "H", "H", "H", "H", "C", "C", "C", "C", "C", "S", "O", "O", "N", "C", "O", "C", "C", "H", "H", "H", "H", "H", "H", "H"],
  "coordinates": [[2.55, 1.66, -2.82], [2.07, 0.48, -2.16], [1.11, -0.20, -2.82], [0.77, 0.05, -3.96], [0.55, -1.31, -1.94], [1.45, -2.56, -2.08], [0.51, -3.73, -2.36], [-0.91, -3.18, -2.36], [-0.79, -1.74, -2.24], [-1.91, -0.95, -2.11], [-2.09, 0.25, -2.73], [-3.43, 0.77, -3.12], [-4.63, 0.12, -2.40], [-4.18, -0.53, -1.10], [-3.09, -1.56, -1.34], [3.30, 2.04, -2.14], [2.99, 1.42, -3.79], [1.74, 2.38, -2.96], [0.62, -0.92, -0.91], [2.19, -2.44, -2.88], [1.98, -2.67, -1.13], [0.74, -4.20, -3.32], [0.62, -4.50, -1.58], [-1.46, -3.46, -3.27], [-1.48, -3.62, -1.52], [-1.24, 0.79, -3.14], [-3.43, 1.85, -2.90], [-3.58, 0.69, -4.21], [-5.38, 0.89, -2.20], [-5.11, -0.63, -3.05], [-3.75, 0.26, -0.47], [-5.03, -0.98, -0.57], [-3.51, -2.43, -1.88], [-2.73, -1.94, -0.37], [4.54, 0.11, 5.48], [3.35, 0.87, 4.96], [2.13, 0.83, 5.64], [0.99, 1.44, 5.09], [1.08, 2.07, 3.85], [-0.42, 2.69, 3.01], [-1.56, 2.62, 3.89], [-0.05, 3.92, 2.34], [-0.90, 1.50, 1.55], [-1.60, 1.82, 0.60], [-2.27, 2.13, -0.33], [2.32, 2.25, 3.25], [3.45, 1.63, 3.80], [5.40, 0.25, 4.82], [4.82, 0.42, 6.49], [4.33, -0.97, 5.53], [2.07, 0.31, 6.60], [0.04, 1.41, 5.62], [2.41, 2.85, 2.35], [4.42, 1.73, 3.31]],
  "smiles": "COC(=O)[C@@H]1CCCN1C1=CCCCC1.Cc1ccc(S(=O)(=O)N=C=O)cc1",
  "homo_energy_ha": -0.2583,
  "gap_ev": 6.24,
  "de_lowest_kj_mol": 393.3,
  "multiplicity": 1,
  "energy_ha": -1661.53185,
  "lumo_energy_ev": -0.789
}

{
  "formula": "C20H26N4O4",
  "method": "ωB97M-V/def2-TZVPD",
  "species": ["C", "C", "O", "C", "C", "C", "C", "C", "C", "N", "C", "C", "N", "C", "C", "O", "N", "C", "O", "N", "C", "C", "C", "C", "C", "O", "C", "C", "H", "H", "H", "H", "H", "H", "H", "H", "H", "H", "H", "H", "H", "H", "H", "H", "H", "H", "H", "H", "H", "H", "H", "H", "H", "H"],
  "coordinates": [[6.33, 2.64, 0.72], [5.66, 2.33, -0.62], [4.54, 1.49, -0.49], [4.71, 0.17, -0.12], [5.92, -0.49, -0.19], [6.04, -1.81, 0.23], [4.94, -2.47, 0.71], [3.71, -1.83, 0.75], [3.56, -0.51, 0.33], [2.34, 0.17, 0.43], [1.26, -0.36, 1.22], [0.33, -1.27, 0.41], [-0.18, -0.53, -0.73], [-1.19, -1.27, -1.45], [-2.54, -1.22, -0.73], [-3.40, -2.06, -0.90], [-2.65, -0.14, 0.08], [-3.74, 0.28, 0.88], [-3.65, 1.30, 1.51], [-4.79, -0.56, 0.87], [-6.04, -0.21, 1.52], [-7.05, 0.28, 0.54], [-7.16, 1.46, -0.13], [-8.29, 1.34, -0.98], [-8.78, 0.09, -0.76], [-8.04, -0.56, 0.15], [0.92, -0.07, -1.56], [1.81, 0.86, -0.73], [7.14, 3.35, 0.57], [5.60, 3.07, 1.40], [6.72, 1.74, 1.17], [5.25, 3.25, -1.05], [6.39, 1.92, -1.33], [6.80, 0.02, -0.54], [7.00, -2.30, 0.18], [5.01, -3.50, 1.05], [2.86, -2.38, 1.12], [1.66, -0.89, 2.09], [0.68, 0.49, 1.58], [-0.50, -1.59, 1.04], [0.88, -2.17, 0.07], [-1.35, -0.81, -2.43], [-0.93, -2.33, -1.62], [-1.83, 0.45, 0.12], [-4.77, -1.35, 0.24], [-5.81, 0.58, 2.24], [-6.43, -1.08, 2.04], [-6.51, 2.31, -0.03], [-8.68, 2.08, -1.65], [-9.62, -0.44, -1.17], [0.51, 0.48, -2.41], [1.52, -0.91, -1.94], [2.62, 1.24, -1.34], [1.21, 1.71, -0.37]],
  "smiles": "CCOc1ccccc1N1CCN(CC(=O)NC(=O)NCc2ccco2)CC1",
  "homo_energy_ha": -0.2832,
  "gap_ev": 8.44,
  "de_lowest_kj_mol": 256.0,
  "multiplicity": 1,
  "energy_ha": -1297.71534,
  "lumo_energy_ev": 0.733
}

Question: Which formula does entry 4 have?
Answer: C20H26N4O4

Question: Number 1 is which compound?
Answer: C20H26CrN4O5S